No. 1
Computed, not measured: 2 unconnected molecules or ions with the total composition C27H26Cl2NOS at a distorted geometry, with wB97M-V/def2-TZVPD.

E_HOMO	-8.08	eV
E	-67830.03154	eV
M	483.48	g mol⁻¹
Kohn-Sham gap	2.1	eV
charge	+1

The geometry in XYZ format:
```
58
C27H26Cl2NOS | OMol25 | wB97M-V/def2-TZVPD
Cl 1.14267 -1.37737 -6.71221
C 0.25401 -1.73541 -5.30613
C -0.69347 -0.81790 -4.81877
C -1.40980 -1.11640 -3.67370
C -1.22149 -2.33748 -2.94532
C -2.00011 -2.49621 -1.76675
C -2.14479 -3.60440 -0.88876
C -3.13240 -3.47648 0.14454
C -3.35174 -4.46480 1.08731
C -2.59568 -5.64886 1.04249
Cl -2.85846 -6.87191 2.19596
C -1.62350 -5.81980 0.04469
C -1.40182 -4.82219 -0.90255
C -0.25950 -3.24698 -3.47700
C 0.46468 -2.94717 -4.62995
H -0.85326 0.11934 -5.34870
H -2.14931 -0.40521 -3.29604
H -2.70407 -1.68529 -1.58567
H -3.72425 -2.55668 0.17426
H -4.10307 -4.33785 1.86503
H -1.04369 -6.74008 0.01909
H -0.63799 -4.99637 -1.65005
H -0.06461 -4.19478 -2.99137
H 1.19960 -3.65065 -5.01549
C -1.84670 0.21909 1.10069
O -1.28762 1.10240 2.10044
C 0.00426 1.50523 1.89848
C 1.05818 0.58563 2.31047
C 1.95494 0.09019 1.34557
C 3.01855 -0.71661 1.75215
C 3.15089 -1.07280 3.09770
C 2.19726 -0.65908 4.03505
C 1.12991 0.14392 3.64588
C 0.15358 2.79812 1.39369
N 1.31191 3.51520 1.18231
C 2.62748 3.03671 1.57731
C 1.12809 4.73595 0.57155
C 2.29975 5.57885 0.19083
C -0.19191 5.03303 0.39986
C -0.76427 6.27804 -0.17042
S -1.23015 3.77152 0.92710
H -2.82827 -0.05660 1.48573
H -1.93292 0.76113 0.15138
H -1.21269 -0.66700 0.97674
H 1.80161 0.38634 0.30274
H 3.74460 -1.04936 1.00837
H 3.99722 -1.68166 3.41378
H 2.28308 -0.95656 5.08064
H 0.36039 0.47793 4.34590
H 3.30171 3.89503 1.66888
H 2.58923 2.53128 2.55121
H 3.05104 2.35259 0.82721
H 1.93163 6.46285 -0.34242
H 2.87471 5.94731 1.05597
H 3.00175 5.06567 -0.48692
H 0.02398 6.97695 -0.46779
H -1.37760 6.05450 -1.05495
H -1.41158 6.78512 0.55998
```

***

No. 2
Computed, not measured: a molecular structure, C27H26ClNO3PSZn, with wB97M-V/def2-TZVPD.

E_HOMO	-11.54	eV
relative energy (zero: lowest compared OMol25 entry of this formula, charge and spin)	58.92	kJ/mol
E	-117115.59758	eV
M	576.39	g mol⁻¹
Kohn-Sham gap	8.6	eV
charge	+1

The geometry in XYZ format:
```
61
C27H26ClNO3PSZn | OMol25 | wB97M-V/def2-TZVPD
Zn -0.08026 -0.80014 0.54865
Cl 2.55641 -1.30160 -0.49691
C 3.13693 0.34571 -0.51586
C 4.49269 0.56891 -0.36744
C 4.96547 1.87274 -0.39262
C 4.08819 2.93494 -0.55799
C 2.72973 2.69484 -0.69626
C 2.23180 1.39430 -0.67960
P 0.47183 1.01668 -0.91773
C 0.30770 0.76437 -2.70322
C -0.47701 -0.27596 -3.19484
C -0.62947 -0.44126 -4.56713
C 0.00018 0.42846 -5.44431
C 0.78886 1.46452 -4.95590
C 0.94536 1.63339 -3.58989
C -0.42439 2.53420 -0.51425
C -1.39685 3.04005 -1.37306
C -2.15360 4.14041 -0.98883
C -1.94425 4.73322 0.24732
C -0.97838 4.22704 1.10960
C -0.22556 3.12540 0.73632
H 5.16689 -0.26735 -0.23753
H 6.02612 2.05539 -0.27697
H 4.46214 3.95007 -0.57969
H 2.04282 3.52431 -0.81324
H -0.96518 -0.95439 -2.50744
H -1.23909 -1.25122 -4.94797
H -0.11768 0.29957 -6.51314
H 1.28678 2.13863 -5.64127
H 1.56591 2.43969 -3.21670
H -1.55698 2.58606 -2.34338
H -2.90761 4.53386 -1.65823
H -2.53527 5.59114 0.54322
H -0.81671 4.68720 2.07581
H 0.51940 2.72413 1.41511
C -2.60198 -3.53242 -1.48760
C -2.11300 -2.88821 -0.21014
C -3.09606 -3.04907 0.93840
O -1.90258 -1.45272 -0.44868
C -0.76304 -3.48917 0.24180
O -0.56890 -4.66786 0.07454
O 0.04973 -2.66543 0.85436
H -3.62199 -3.21431 -1.71593
H -2.58014 -4.61336 -1.37221
H -1.95094 -3.27047 -2.32368
H -4.06622 -2.61846 0.67315
H -2.72095 -2.55242 1.83527
H -3.23842 -4.10796 1.15224
H -2.75899 -1.00844 -0.41983
S -0.86198 0.07208 2.62430
C -0.21338 -1.07855 3.71878
N -0.84673 -1.23261 4.90754
C -0.43659 -2.05526 5.90334
C 0.67575 -2.81387 5.73503
C 1.36343 -2.71566 4.51380
C 0.92955 -1.87104 3.52606
H -1.67538 -0.66756 5.04364
H -1.04168 -2.06525 6.79791
H 1.00809 -3.47434 6.52072
H 2.24909 -3.31702 4.35166
H 1.44638 -1.80792 2.58088
```

***

No. 3
Computed, not measured: a molecular structure, C27H26F4N5Ti at a distorted geometry, with wB97M-V/def2-TZVPD.

E_HOMO (spin up / spin down)	-14.09 / -14.09	eV
E	-69841.36858	eV
M	544.40	g mol⁻¹
spin multiplicity	2
Kohn-Sham gap (spin up / spin down)	6.6 / 6.6	eV
charge	+2

The geometry in XYZ format:
```
63
C27H26F4N5Ti | OMol25 | wB97M-V/def2-TZVPD
Ti 0.40043 0.10571 0.25444
C 0.13736 0.22840 -3.60862
C -0.84549 0.77907 -2.60213
N -1.08883 -0.09482 -1.36616
C -1.38533 -1.56549 -1.68505
C -2.74616 -1.99066 -2.16327
C -2.30288 0.46974 -0.62461
C -2.49641 -0.31248 0.62843
N -1.26129 -0.31121 1.41194
C -1.52783 -0.63674 2.73619
C -1.67056 -1.96753 3.16202
F -1.99665 -2.95169 2.19120
C -2.02983 -2.21065 4.47349
F -2.09103 -3.51129 4.88268
C -1.94659 -1.22767 5.45074
C -1.92075 0.11140 5.06207
F -2.12545 1.19229 5.88643
C -1.67379 0.37058 3.69606
F -1.88781 1.67015 3.29328
H 1.11825 0.09245 -3.10401
H -0.11785 -0.68647 -4.19195
H 0.29707 1.00289 -4.39278
H -0.48811 1.80303 -2.22684
H -1.89183 0.97574 -2.93960
H -0.62745 -1.80949 -2.40894
H -1.11321 -2.11699 -0.70248
H -3.42676 -2.44772 -1.29821
H -3.38268 -1.20829 -2.58907
H -2.74587 -2.78652 -2.91580
H -2.15288 1.56239 -0.59566
H -3.17373 0.26676 -1.22351
H -3.38457 0.06062 1.22138
H -2.89737 -1.33957 0.36552
H -2.03722 -1.56528 6.46293
C -0.43467 4.00851 1.72894
C -0.30754 4.61922 0.48311
C 0.72675 4.15251 -0.33839
C 1.24348 2.86966 -0.14823
N 0.81932 2.12075 0.92701
C 0.15417 2.76589 1.90304
C 2.07216 2.19563 -1.08845
C 3.10234 2.64125 -1.92650
C 3.96878 1.71895 -2.39701
C 3.83854 0.31380 -2.32037
C 2.84000 -0.10205 -1.43236
N 2.05526 0.81711 -0.77368
C 2.52153 -1.44453 -0.91284
C 3.27262 -2.59222 -1.28809
C 3.20008 -3.73960 -0.52068
C 2.19864 -3.78026 0.45911
C 1.41373 -2.70557 0.78571
N 1.67436 -1.50625 0.19835
H -1.04005 4.49670 2.49232
H -1.01141 5.35705 0.08579
H 1.13164 4.75838 -1.10032
H 0.07793 2.25089 2.83449
H 3.19216 3.72019 -2.12797
H 4.73868 2.04013 -3.02533
H 4.42590 -0.44743 -2.82548
H 3.82520 -2.50168 -2.22439
H 3.83195 -4.58772 -0.79966
H 2.09799 -4.67069 1.11368
H 0.85358 -2.71927 1.69808
```

***

No. 4
Computed, not measured: a molecular structure, C27H26N4O7Pd at a distorted geometry, with wB97M-V/def2-TZVPD.

E_HOMO (spin up / spin down)	-8.69 / -8.69	eV
relative energy (zero: lowest compared OMol25 entry of this formula, charge and spin)	158.21	kJ/mol
E	-52188.22133	eV
M	624.95	g mol⁻¹
Kohn-Sham gap (spin up / spin down)	7.3 / 7.3	eV
charge	0

The geometry in XYZ format:
```
65
C27H26N4O7Pd | OMol25 | wB97M-V/def2-TZVPD
Pd 0.15434 -0.65295 0.55313
C -2.74635 0.67814 2.94785
C -2.69985 -0.82360 2.98636
C -3.07518 -1.51096 4.13769
C -3.04626 -2.89362 4.19285
C -2.64765 -3.62595 3.08449
C -2.26986 -2.98540 1.91290
C -1.84470 -3.77307 0.70156
C -2.29937 -1.58953 1.88990
N -1.83676 -0.94769 0.68747
C -2.62092 -0.67913 -0.28766
C -4.09947 -0.87841 -0.23124
C -2.00285 -0.10324 -1.54046
C -2.89622 0.48095 -2.58994
N -0.73730 -0.19867 -1.59982
C 0.09124 0.37283 -2.59017
C 0.97729 -0.48869 -3.25051
C 1.00465 -1.96486 -2.96501
C 1.87388 0.06060 -4.15447
C 1.91992 1.42961 -4.36961
C 1.07588 2.26845 -3.66274
C 0.15133 1.76242 -2.75477
C -0.67267 2.71337 -1.92628
H -3.46076 1.04789 3.68262
H -3.02717 1.05812 1.96690
H -1.77421 1.11807 3.16765
H -3.39646 -0.94154 5.00095
H -3.33829 -3.40425 5.10083
H -2.62440 -4.70775 3.12581
H -1.69393 -4.81890 0.96180
H -0.91309 -3.39475 0.27495
H -2.59922 -3.73439 -0.08838
H -4.41931 -1.23349 0.74461
H -4.41267 -1.59477 -0.99344
H -4.60166 0.06478 -0.45287
H -3.68005 -0.22970 -2.85481
H -2.32046 0.72520 -3.47963
H -3.38446 1.38755 -2.22694
H 0.03896 -2.34546 -2.63572
H 1.74275 -2.16489 -2.18443
H 1.29991 -2.52204 -3.85378
H 2.55755 -0.59534 -4.67896
H 2.63362 1.84407 -5.06929
H 1.14559 3.34175 -3.79192
H -0.11938 3.63915 -1.77370
H -0.90058 2.30445 -0.94121
H -1.60965 2.97759 -2.42254
O 0.70415 2.51465 2.91315
C 0.92322 1.74138 2.00080
O -0.04609 1.20347 1.30885
C 2.36643 1.45406 1.60331
C 3.30203 2.28419 2.18786
C 4.63919 2.20731 1.84013
C 5.07630 1.31198 0.89089
C 4.16137 0.46551 0.29923
C 2.78194 0.47178 0.65518
O 1.99004 -0.40875 0.11877
N 4.70379 -0.44490 -0.72262
O 3.93734 -1.07811 -1.42068
O 5.90761 -0.41731 -0.90385
N 5.60771 3.10444 2.47243
O 5.19939 3.85253 3.33818
O 6.77451 2.99344 2.14726
H 2.96014 3.00725 2.91432
H 6.11515 1.26512 0.60677
```